{"formula": "C9H17N3S2", "method": "ωB97M-V with the def2-TZVPD basis set", "lumo_ev": 0.52, "total_energy_ev": -35749.415, "orbital_gap_ha": 0.316, "charge": 0, "de_lowest_kcal_mol": 22.8, "symbols": ["C", "C", "C", "C", "C", "C", "C", "S", "C", "N", "N", "C", "N", "S", "H", "H", "H", "H", "H", "H", "H", "H", "H", "H", "H", "H", "H", "H", "H", "H", "H"], "coordinates": [[-6.9949, -1.0663, -1.1441], [-6.3729, -0.1245, -0.1204], [-4.8781, 0.0709, -0.3638], [-4.2518, 1.0069, 0.6676], [-2.7842, 1.3291, 0.3846], [-1.8639, 0.1206, 0.5504], [-0.4129, 0.5181, 0.3450], [0.6658, -0.9488, 0.5294], [2.1711, -0.2188, 0.1090], [2.3319, 1.0099, -0.2240], [3.5903, 1.3338, -0.5122], [4.4236, 0.3600, -0.3989], [5.7607, 0.4640, -0.5658], [3.6667, -1.1661, 0.1028], [-8.0586, -1.1904, -0.9549], [-6.5219, -2.0450, -1.0990], [-6.8690, -0.6724, -2.1504], [-6.5242, -0.5283, 0.8833], [-6.8762, 0.8441, -0.1659], [-4.3862, -0.9026, -0.3284], [-4.7283, 0.4849, -1.3638], [-4.3387, 0.5612, 1.6611], [-4.8155, 1.9430, 0.6768], [-2.6887, 1.7184, -0.6315], [-2.4572, 2.1141, 1.0707], [-2.1259, -0.6526, -0.1732], [-1.9877, -0.2997, 1.5510], [-0.2379, 0.9141, -0.6544], [-0.0830, 1.2514, 1.0800], [6.2795, -0.3773, -0.7495], [6.0788, 1.3050, -1.0192]], "forces_ev_per_a": [[-0.026, 0.152, 0.212], [0.173, -0.161, -0.261], [-0.230, 0.184, 0.397], [0.185, 0.008, -0.328], [-0.095, -0.203, 0.233], [0.107, 0.122, -0.083], [0.292, -0.268, 0.006], [-0.615, -0.102, 0.104], [0.476, -0.320, -0.013], [-1.369, -0.313, 0.312], [1.620, 0.664, -0.445], [-0.757, -0.778, 0.329], [0.651, -0.031, -0.020], [-0.201, 0.953, -0.178], [-0.109, -0.075, -0.062], [0.021, -0.125, -0.041], [-0.009, -0.005, -0.133], [-0.028, 0.065, 0.069], [-0.010, 0.039, 0.088], [0.048, -0.069, -0.095], [0.057, -0.030, -0.097], [-0.050, 0.028, 0.092], [-0.059, 0.002, 0.073], [0.033, 0.085, -0.036], [0.055, 0.065, -0.048], [-0.044, -0.074, 0.028], [-0.071, -0.064, 0.030], [-0.028, 0.083, 0.054], [-0.039, 0.069, -0.083], [0.016, 0.132, -0.076], [0.006, -0.033, -0.026]], "lowdin_charge": [-0.12, -0.28, -0.24, -0.22, -0.22, -0.29, -0.48, 0.90, -0.99, -0.07, -0.02, -0.71, 0.08, 0.99, 0.07, 0.07, 0.07, 0.11, 0.11, 0.11, 0.12, 0.11, 0.11, 0.12, 0.11, 0.10, 0.11, 0.08, 0.08, 0.09, 0.10]}